This record from the Open Molecules 2025 dataset describes C25H32FO2Tm as an isolated structure in a non-equilibrium geometry. The level of theory is ωB97M-V/def2-TZVPD.

Structure (XYZ):
```
61
Properties=species:S:1:pos:R:3:forces:R:3
O 0.077 -0.260 -4.585 -0.092 0.629 -2.128
C -0.059 1.073 -5.191 0.278 0.278 0.435
C -0.207 0.548 -6.615 0.066 -0.306 0.777
H 0.863 1.660 -5.075 -0.404 -0.020 0.407
H -0.952 1.592 -4.815 0.410 -0.024 0.116
C -0.058 -0.837 -5.928 0.105 -0.057 -0.941
H 0.649 0.790 -7.251 -0.455 0.060 -0.116
H -1.187 0.775 -7.048 0.414 -0.220 -0.195
C 1.229 -1.541 -6.322 0.017 -0.336 -0.014
H 2.111 -0.881 -6.243 -0.455 -0.217 0.083
H 1.150 -1.878 -7.369 0.068 0.021 0.347
H 1.374 -2.418 -5.670 0.089 0.248 -0.268
C -1.285 -1.717 -6.089 0.067 -0.296 0.131
H -2.212 -1.187 -5.807 0.444 -0.235 0.030
H -1.151 -2.623 -5.475 -0.305 0.254 -0.189
H -1.384 -2.021 -7.148 0.095 0.109 0.465
Tm -0.267 -0.469 2.343 0.292 2.045 1.220
C -2.346 -0.948 3.742 -0.481 0.477 -0.167
C -2.143 0.450 3.892 -0.514 -0.180 -0.312
C -2.320 1.070 2.622 -0.474 -0.456 -0.093
H -1.948 0.971 4.828 0.110 -0.218 -0.422
C -2.655 0.049 1.677 -0.490 0.112 0.622
C -2.666 -1.205 2.370 -0.295 0.430 -0.015
H -2.935 -2.173 1.942 0.165 0.382 0.169
H -2.324 -1.677 4.555 0.079 0.257 -0.425
H -2.271 2.145 2.424 0.079 -0.482 0.068
H -2.960 0.220 0.640 0.278 -0.136 0.371
C 0.836 -2.097 3.922 0.357 -0.607 -0.690
C 0.020 -2.859 3.031 0.811 -0.244 -0.129
C 0.541 -2.706 1.706 0.483 -0.274 0.574
H -0.823 -3.489 3.318 0.261 0.365 -0.160
C 1.703 -1.864 1.789 0.219 -0.681 0.625
C 1.884 -1.498 3.157 0.025 -0.748 -0.333
H 2.698 -0.894 3.554 -0.403 -0.116 -0.155
H 0.731 -2.042 5.005 -0.077 0.098 -0.395
H 0.168 -3.196 0.807 0.073 0.177 0.334
H 2.377 -1.610 0.968 -0.359 0.005 0.288
O 0.171 0.207 0.176 -0.117 -0.029 -0.118
C -0.343 -0.713 -0.838 0.224 0.277 0.546
C -0.685 0.157 -2.006 -0.716 0.106 -0.049
H -1.218 -1.244 -0.437 0.221 0.152 0.044
H 0.437 -1.451 -1.053 0.032 0.186 0.040
C 0.152 1.442 -1.837 0.566 -0.448 -0.556
H -1.756 0.384 -2.002 0.057 0.197 0.180
H -0.510 -0.410 -2.912 0.079 0.438 0.140
C 0.327 1.567 -0.341 -0.373 -0.482 0.588
H -0.283 2.320 -2.318 -0.158 -0.102 0.259
H 1.148 1.327 -2.285 -0.200 -0.186 -0.042
H -0.432 2.192 0.143 0.041 -0.039 -0.087
H 1.316 1.877 -0.009 -0.024 0.189 -0.177
F 2.776 3.841 6.463 -0.360 -0.409 -0.390
C 2.107 2.986 5.614 0.324 0.346 -0.395
C 2.195 3.209 4.241 -0.371 -0.450 -0.120
C 1.517 2.311 3.374 1.055 1.342 1.110
C 0.821 1.251 3.893 -1.516 -2.131 -1.745
C 0.736 1.049 5.259 0.995 1.269 0.980
C 1.393 1.931 6.149 -0.462 -0.649 -0.083
H 2.772 4.042 3.854 -0.016 0.009 0.140
H 1.575 2.476 2.298 0.090 0.089 0.145
H 0.178 0.218 5.683 0.051 0.050 -0.024
H 1.343 1.776 7.229 0.096 0.177 -0.302
```
Positions in Å, forces in eV/Å.

Results
2S+1   3
Frontier orbital gap (alpha / beta)   7.7 / 7.7 eV
Largest force on an atom   3.1 eV/Å
Total charge   0
DFT total energy   -62784.8011 eV
Expectation value of S²   2.003